Here is an isolated molecule of C5H3N3O2S at a distorted geometry from the Open Molecules 2025 dataset. Energies are from ωB97M-V/def2-TZVPD.

HOMO (spin up / spin down): -0.3204 / -0.2698 hartree
Kohn-Sham gap (spin up / spin down): 8.00 / 5.79 eV
Strongest force on any atom: 3.6 eV/Å
Relative energy (zero: lowest compared OMol25 entry of this formula, charge and spin): 0.0 kJ/mol

Structure (XYZ):
```
14
Properties=species:S:1:pos:R:3:forces:R:3:lowdin_charge:R:1
C 1.759 -1.212 0.009 -0.1321 0.7423 -0.0179 -0.1036
C 1.169 0.085 0.032 0.9779 -0.5464 -0.0517 -0.3864
C -4.089 -0.233 0.032 -1.9617 -1.3873 -0.2493 -0.1168
C -2.982 0.544 -0.022 3.5370 0.2995 0.2330 -0.6516
C -0.174 0.485 0.099 -1.3279 0.6473 0.0195 -0.3818
N 3.064 -1.068 -0.057 0.5070 -0.5049 -0.0281 0.0566
N 2.180 0.972 -0.019 -0.5651 0.5399 0.0321 0.1039
N 3.256 0.236 -0.071 -0.0280 -0.2622 0.0087 -0.0839
O -4.981 -0.956 -0.176 0.9465 0.7989 0.2711 0.2169
O -2.768 1.746 -0.012 -0.8636 0.2316 -0.1250 0.0002
S -1.464 -0.605 0.156 -0.9077 -0.1841 -0.1193 1.0125
H 1.287 -2.170 0.033 -0.0345 -0.3132 0.0094 0.0981
H -0.437 1.536 0.115 0.0218 0.0177 0.0068 0.0767
H 4.180 0.639 -0.118 -0.1697 -0.0792 0.0107 0.1592
```
Positions in Å, forces in eV/Å.

Here is an isolated molecule of C5H3NO at a distorted geometry from the Open Molecules 2025 dataset. Energies are from ωB97M-V/def2-TZVPD.

HOMO (spin up / spin down): -0.3615 / -0.3614 hartree
Kohn-Sham gap (spin up / spin down): 8.92 / 8.92 eV
Strongest force on any atom: 3.2 eV/Å
Relative energy (zero: lowest compared OMol25 entry of this formula, charge and spin): 495.0 kJ/mol

Structure (XYZ):
```
10
Properties=species:S:1:pos:R:3:forces:R:3:lowdin_charge:R:1
C -2.001 -0.369 0.434 -0.6100 -2.8780 -0.2690 -0.1401
C -1.178 0.563 -0.241 1.2312 1.7005 -0.9241 -0.5647
C -1.691 -1.479 -0.240 -0.9591 0.3300 1.3359 0.2659
C 1.207 0.110 -0.308 -2.7538 -1.0246 -1.1506 -0.1307
C 2.426 -0.137 0.013 1.3401 2.2894 -0.2103 0.0422
N 0.037 -0.096 -0.651 0.5429 1.8322 0.0416 0.1427
O -1.588 1.644 -0.568 0.9838 0.1868 -0.1035 0.1147
H -2.848 0.004 0.983 -0.1296 -0.3734 0.1112 0.1204
H 2.418 -0.858 0.779 0.8524 -0.8308 1.0236 0.0592
H 3.218 0.619 -0.201 -0.4979 -1.2321 0.1452 0.0904
```
Positions in Å, forces in eV/Å.

Here is an isolated molecule of C5H3NO at a distorted geometry from the Open Molecules 2025 dataset. Energies are from ωB97M-V/def2-TZVPD.

SMILES: C#Cc1cocn1
HOMO: -0.3346 hartree
Kohn-Sham gap: 10.05 eV
Strongest force on any atom: 2.5 eV/Å
Relative energy (zero: lowest compared OMol25 entry of this formula, charge and spin): 154.7 kJ/mol

Structure (XYZ):
```
10
Properties=species:S:1:pos:R:3:forces:R:3:lowdin_charge:R:1
C -2.943 -0.062 -0.022 -1.6899 0.3983 -0.4431 0.1145
C -1.754 0.070 -0.035 0.8843 -0.5190 0.7807 -0.0886
C -0.328 0.032 0.099 1.7637 0.6274 -0.6636 -0.2643
C 0.575 1.083 0.059 -1.9050 -0.2014 -0.3796 -0.0690
C 1.667 -0.738 -0.069 -2.0498 1.1819 0.8171 -0.1665
H -4.037 -0.054 -0.122 1.2677 -0.1340 0.1875 0.0476
H 0.457 2.148 -0.056 -0.1392 -0.0516 0.2482 0.1324
H 2.532 -1.288 -0.028 1.7891 -1.1868 -0.1607 0.1074
N 0.453 -1.159 0.051 -0.1288 1.0307 -0.3339 0.1447
O 1.821 0.625 -0.043 0.2077 -1.1454 -0.0526 0.0420
```
Positions in Å, forces in eV/Å.

Here is a structure of composition C5H3NO at a distorted geometry from the Open Molecules 2025 dataset. Energies are from ωB97M-V/def2-TZVPD.

HOMO: -0.3588 hartree
Kohn-Sham gap: 9.05 eV
Strongest force on any atom: 2.0 eV/Å
Relative energy (zero: lowest compared OMol25 entry of this formula, charge and spin): 292.4 kJ/mol

Structure (XYZ):
```
10
Properties=species:S:1:pos:R:3:forces:R:3:lowdin_charge:R:1
N -2.088 -2.459 0.326 0.7150 0.2015 -0.0999 0.1593
C -1.131 -1.849 0.558 -0.5303 -1.9295 0.4175 -0.2551
C -0.436 0.051 0.245 0.5299 0.6920 0.1843 -0.0340
C -0.101 -0.960 1.004 -1.3015 0.2455 0.1965 -0.0111
O 1.994 0.603 -0.037 0.0482 0.4153 -0.6515 0.0342
C 1.194 1.178 -0.741 0.5854 -0.0738 -0.1195 -0.2522
C -0.275 0.912 -0.718 0.0264 0.0231 0.1112 -0.0098
H 0.370 -0.980 1.983 -0.3106 0.0572 -0.1633 0.1338
H 1.493 2.038 -1.352 0.0885 0.0524 -0.2362 0.1215
H -1.021 1.466 -1.268 0.1489 0.3161 0.3609 0.1134
```
Positions in Å, forces in eV/Å.

Here is a cluster of 2 separate species, C5H3NO in total at a distorted geometry from the Open Molecules 2025 dataset. Energies are from ωB97M-V/def2-TZVPD.

HOMO (spin up / spin down): -0.2534 / -0.3779 hartree
Kohn-Sham gap (spin up / spin down): 7.25 / 6.71 eV
Strongest force on any atom: 5.6 eV/Å
Expectation value of S²: 2.0391
Relative energy (zero: lowest compared OMol25 entry of this formula, charge and spin): 159.3 kJ/mol
Spin multiplicity: 3

Structure (XYZ):
```
10
Properties=species:S:1:pos:R:3:forces:R:3:lowdin_charge:R:1
C -2.033 0.834 0.062 1.5201 -0.5615 0.0924 -0.2033
C 0.821 0.358 -0.565 2.1591 -0.9987 5.0605 0.0021
C -1.120 -0.193 0.042 -0.0180 1.4307 -0.9013 -0.0323
C -1.064 -1.443 -0.207 -0.9288 -3.1860 1.4018 -0.1862
C 1.757 0.150 0.374 0.4700 1.6864 -3.1733 -0.0435
N -2.543 1.864 0.126 -0.9988 0.7633 0.0211 0.1970
O -0.822 -2.595 -0.169 0.0484 0.7502 -0.7242 0.1969
H 0.699 0.828 -1.433 0.0175 1.6826 -3.6098 0.0018
H 1.455 -0.187 1.272 -1.3998 -1.5658 3.0677 -0.0042
H 2.850 0.383 0.498 -0.8697 -0.0012 -1.2348 0.0717
```
Positions in Å, forces in eV/Å.

Here is an isolated molecule of C5H3NO2 at a distorted geometry from the Open Molecules 2025 dataset. Energies are from ωB97M-V/def2-TZVPD.

SMILES: O=CC1=CN=CC1=O
HOMO: -0.3795 hartree
Kohn-Sham gap: 8.36 eV
Strongest force on any atom: 4.2 eV/Å
Relative energy (zero: lowest compared OMol25 entry of this formula, charge and spin): 117.4 kJ/mol

Structure (XYZ):
```
11
Properties=species:S:1:pos:R:3:forces:R:3:lowdin_charge:R:1
C 1.343 -1.426 -0.224 -0.4568 0.5242 0.5732 -0.2030
C 0.246 -0.391 -0.011 2.0481 -1.6925 -1.9871 -0.1239
C 0.094 0.242 1.122 0.0063 0.6409 2.5781 -0.0557
C -1.330 1.301 -0.096 0.5741 0.4638 1.6890 -0.0400
C -0.606 0.330 -0.979 -1.3859 -0.5696 -3.9010 -0.2683
H 1.690 -1.802 0.794 -0.0103 0.0199 -0.9350 0.1323
H 0.568 0.068 2.097 -0.0252 -0.1112 -0.6498 0.1354
H -2.139 1.932 -0.333 -0.7529 0.6564 -0.7502 0.1126
N -0.884 1.298 1.110 -0.4560 -0.2889 -1.0544 0.1032
O 1.826 -1.765 -1.273 -0.4557 0.1907 0.7580 0.0775
O -0.809 0.214 -2.207 0.9142 0.1663 3.6793 0.1301
```
Positions in Å, forces in eV/Å.